The following is a quantum chemistry calculation of C4H7O3Rb as an isolated structure at a distorted geometry, from the Open Molecules 2025 dataset.

The HOMO energy is -6.45 eV. Its orbital gap is 5.6151 eV. The value obtained for the molar mass is 188.565 g mol⁻¹. Its spin multiplicity is 1. The energy above the lowest of the compared OMol25 structures with the same formula, charge and spin is 0.0 kcal/mol. The total energy comes out at -406.3669 hartree.

Each line ends with the natural charge from an NBO analysis.
Element x y z (Å)
H  1.06  -1.65  -0.24  0.1162
O  -0.26  0.46  0.60  -0.5513
C  1.02  0.41  0.26  0.7858
O  1.59  1.48  0.10  -0.6511
Rb  4.92  1.50  -0.77  0.9860
O  2.93  -0.83  -0.40  -0.9944
C  1.77  -0.95  0.27  -0.1354
H  1.75  -1.34  1.32  0.1378
C  -1.28  -0.27  -0.11  -0.0634
H  -0.95  -0.43  -1.15  0.1817
H  -1.43  -1.24  0.37  0.1743
C  -2.54  0.56  -0.07  -0.6257
H  -2.64  1.07  0.90  0.2233
H  -2.54  1.32  -0.87  0.2089
H  -3.41  -0.09  -0.21  0.2071